Below is a single C3H3NS3 molecule in a non-equilibrium geometry, with properties calculated with ωB97M-V/def2-TZVPD.

Each line ends with the Mulliken charge.
Atoms and positions in Å:
C -1.66 -0.08 0.29  -0.067
C -0.52 -0.10 -0.75  -0.402
C 1.86 0.47 0.42  0.045
H -1.28 -0.12 1.37  0.248
H -0.86 -0.25 -1.79  0.418
H 2.65 1.09 0.99  0.327
N 1.82 -0.77 0.46  -0.339
S -3.23 -0.10 -0.01  -0.209
S 0.57 1.43 -0.49  -0.079
S 0.65 -1.56 -0.48  0.058

Properties
HOMO = -8.87 eV
Energy = -37153.7630 eV
LUMO = -0.75 eV
Molar mass = 149.27 g mol⁻¹

Below is a single C3H3NS4 molecule in a non-equilibrium geometry, with properties calculated with ωB97M-V/def2-TZVPD.

Each line ends with the Mulliken charge.
Atoms and positions in Å:
C 0.52 -0.44 -0.19  -0.046
C 0.03 0.99 -0.28  0.086
C -0.66 -1.39 -0.09  -0.040
H 2.32 0.47 1.07  0.166
H 1.14 -0.69 -1.07  0.337
H -1.82 1.89 -0.09  0.262
N -1.29 1.02 -0.04  -0.158
S 1.56 -0.67 1.30  -0.160
S 0.94 2.31 -0.64  -0.293
S -2.11 -0.47 0.18  0.027
S -0.62 -3.00 -0.15  -0.179

Properties
HOMO = -8.83 eV
Energy = -47989.8266 eV
LUMO = -1.00 eV
Molar mass = 181.33 g mol⁻¹

Below is a molecular structure, C3H3O2Pb in a non-equilibrium geometry, with properties calculated with ωB97M-V/def2-TZVPD.

Each line ends with the Löwdin spin population.
Atoms and positions in Å:
O -1.73 -0.13 -0.52  0.309
Pb -2.41 -1.85 -1.77  0.090
O 1.62 -0.14 -1.19  0.150
C 0.63 0.02 -0.48  0.087
C -0.64 -0.69 -0.79  0.350
C 0.64 0.59 0.93  0.009
H 0.04 1.51 0.93  0.001
H 1.66 0.80 1.24  0.000
H 0.18 -0.11 1.65  0.004

Properties
Multiplicity = 2
HOMO (alpha / beta) = -6.25 / -7.85 eV
Energy = -12498.3857 eV
LUMO (alpha / beta) = -1.46 / -1.44 eV
Molar mass = 278.25 g mol⁻¹

Below is a molecular structure, C3H3O2Pb in a non-equilibrium geometry, with properties calculated with ωB97M-V/def2-TZVPD.

Each line ends with the Mulliken charge.
Atoms and positions in Å:
C 0.44 -0.69 -0.44  -0.195
C 1.31 0.31 -0.63  -0.539
H 2.33 0.11 -0.95  0.291
H 0.78 -1.73 -0.36  0.373
H 1.08 1.31 -0.26  0.134
O -1.41 0.73 -0.02  -0.591
C -0.95 -0.47 0.07  0.863
O -1.38 -1.19 0.99  -0.605
Pb -2.20 1.63 1.59  1.269

Properties
HOMO = -13.84 eV
Energy = -12493.4067 eV
Charge = +1
LUMO = -6.83 eV
Molar mass = 278.25 g mol⁻¹

Below is a molecular structure, C3H3O2Sr in a non-equilibrium geometry, with properties calculated with ωB97M-V/def2-TZVPD.

Each line ends with the Löwdin spin population.
Atoms and positions in Å:
C 1.77 -1.29 -0.59  0.002
O 0.24 -0.25 0.41  0.095
C 0.51 -0.94 -1.01  0.008
C 1.58 -0.68 0.77  0.010
O -0.32 -0.88 -1.89  0.017
H 2.54 -1.90 -1.05  0.000
H 1.54 -1.37 1.63  0.001
H 2.22 0.19 1.01  0.003
Sr -1.25 1.50 0.97  0.863

Properties
Multiplicity = 2
HOMO (alpha / beta) = -5.97 / -6.92 eV
Energy = -8087.1575 eV
LUMO (alpha / beta) = -0.33 / -0.65 eV
Molar mass = 158.68 g mol⁻¹

Below is a single C3H3O3P molecule in a non-equilibrium geometry, with properties calculated with ωB97M-V/def2-TZVPD.

Each line ends with the Mulliken charge.
Atoms and positions in Å:
C -0.18 1.51 0.46  0.730
C 0.61 -0.46 -0.30  -0.529
C -0.34 -1.60 0.06  0.100
O -0.41 2.58 1.11  -0.413
O 0.68 0.56 0.67  -0.335
O -0.98 -1.63 1.07  -0.429
P -1.20 2.33 -0.60  -0.164
H 1.69 -0.87 -0.58  0.299
H 0.33 -0.06 -1.21  0.392
H -0.20 -2.35 -0.68  0.349

Properties
HOMO = -7.73 eV
Energy = -18586.9594 eV
LUMO = -0.03 eV
Molar mass = 118.03 g mol⁻¹

Copy entry 6 word for word.
Below is a single C3H3O3P molecule in a non-equilibrium geometry, with properties calculated with ωB97M-V/def2-TZVPD.

Each line ends with the Mulliken charge.
Atoms and positions in Å:
C -0.18 1.51 0.46  0.730
C 0.61 -0.46 -0.30  -0.529
C -0.34 -1.60 0.06  0.100
O -0.41 2.58 1.11  -0.413
O 0.68 0.56 0.67  -0.335
O -0.98 -1.63 1.07  -0.429
P -1.20 2.33 -0.60  -0.164
H 1.69 -0.87 -0.58  0.299
H 0.33 -0.06 -1.21  0.392
H -0.20 -2.35 -0.68  0.349

Properties
HOMO = -7.73 eV
Energy = -18586.9594 eV
LUMO = -0.03 eV
Molar mass = 118.03 g mol⁻¹

What is the energy in the first record? -37153.7630 eV

Look up the energy of the fifth one. -8087.1575 eV

Repeat the second record exactly.
Below is a single C3H3NS4 molecule in a non-equilibrium geometry, with properties calculated with ωB97M-V/def2-TZVPD.

Each line ends with the Mulliken charge.
Atoms and positions in Å:
C 0.52 -0.44 -0.19  -0.046
C 0.03 0.99 -0.28  0.086
C -0.66 -1.39 -0.09  -0.040
H 2.32 0.47 1.07  0.166
H 1.14 -0.69 -1.07  0.337
H -1.82 1.89 -0.09  0.262
N -1.29 1.02 -0.04  -0.158
S 1.56 -0.67 1.30  -0.160
S 0.94 2.31 -0.64  -0.293
S -2.11 -0.47 0.18  0.027
S -0.62 -3.00 -0.15  -0.179

Properties
HOMO = -8.83 eV
Energy = -47989.8266 eV
LUMO = -1.00 eV
Molar mass = 181.33 g mol⁻¹